Record 1
The following is a DFT calculation (ωB97M-V/def2-TZVPD) of a molecular structure, C4H7N2 at a distorted geometry.

Computed properties:
Charge: +1
Energy above the lowest of the compared OMol25 structures with the same formula, charge and spin in kcal/mol: 172.7
Frontier orbital gap in Ha: 0.34015
Electronic energy in eV: -7228.2473

Last column: Mulliken charge in e.
Atoms and positions in Å:
C: 1.268 0.850 -1.127  0.140
C: 2.065 1.168 -0.111  -0.480
C: 1.662 -1.021 0.180  -0.065
C: -0.711 -0.321 -0.012  -0.382
N: -0.945 0.782 0.926  -0.435
N: 0.792 -0.221 -0.435  0.172
H: 0.772 1.344 -1.994  0.385
H: 2.740 -0.940 -0.291  0.332
H: 1.348 -1.925 0.899  0.259
H: -1.295 -0.209 -0.957  0.307
H: -0.812 -1.344 0.439  0.334
H: -1.434 0.900 1.784  0.216
H: -1.175 1.623 0.397  0.217

=====

Record 2
The following is a DFT calculation (ωB97M-V/def2-TZVPD) of a gas-phase ion, C4H7N2 (charge +1) at a distorted geometry.

Computed properties:
SMILES: C1=N[C@H]2C[N@H+]2C1
Charge: +1
Energy above the lowest of the compared OMol25 structures with the same formula, charge and spin in kcal/mol: 79.6
Frontier orbital gap in Ha: 0.43800
Electronic energy in eV: -7232.2843

Last column: Mulliken charge in e.
Atoms and positions in Å:
C: 0.909 1.406 0.279  -0.055
C: 0.516 0.469 -0.975  -0.424
C: -1.028 -0.485 0.839  -0.409
C: 0.375 -0.472 1.221  0.041
N: 0.895 0.771 1.365  -0.383
N: -0.072 -0.667 -0.279  -0.102
H: 1.149 2.464 0.074  0.371
H: -0.026 1.214 -1.629  0.293
H: 1.425 0.348 -1.558  0.356
H: -1.629 -1.404 0.873  0.328
H: -1.343 0.506 0.701  0.278
H: 0.846 -1.167 1.885  0.393
H: -0.026 -1.580 -0.714  0.316

=====

Record 3
The following is a DFT calculation (ωB97M-V/def2-TZVPD) of a gas-phase ion, C4H7N2 (charge +1) at a distorted geometry.

Computed properties:
SMILES: NC[N@@+]12C=C1C2
Charge: +1
Energy above the lowest of the compared OMol25 structures with the same formula, charge and spin in kcal/mol: 157.7
Frontier orbital gap in Ha: 0.30951
Electronic energy in eV: -7228.9016

Last column: Mulliken charge in e.
Atoms and positions in Å:
C: 1.444 -0.761 -0.571  -0.029
C: 1.712 0.534 -0.550  -0.172
C: 1.087 0.838 0.782  -0.189
C: -1.005 -0.618 0.301  -0.463
N: -1.463 0.288 -0.713  -0.463
N: 0.502 -0.418 0.370  0.040
H: 1.617 -1.516 -1.347  0.381
H: 1.887 0.879 1.563  0.290
H: 0.390 1.537 0.744  0.370
H: -1.049 -1.652 0.123  0.376
H: -1.240 -0.317 1.289  0.387
H: -1.990 1.115 -0.315  0.235
H: -1.892 0.093 -1.675  0.238

=====

Record 4
The following is a DFT calculation (ωB97M-V/def2-TZVPD) of a gas-phase ion, C4H7N2 (charge +1) at a distorted geometry.

Computed properties:
SMILES: [H]/N=[N+]1/C=CCC1
Charge: +1
Energy above the lowest of the compared OMol25 structures with the same formula, charge and spin in kcal/mol: 96.5
Frontier orbital gap (spin up / spin down) in Ha: 0.32562 / 0.32562
Electronic energy in eV: -7231.5553

Last column: Mulliken charge in e.
Atoms and positions in Å:
C: 0.703 1.289 -0.122  -0.398
C: -0.642 1.449 -0.079  -0.168
C: 1.147 -0.073 0.092  -0.177
C: -0.166 -0.873 -0.039  -0.681
N: -2.507 -0.006 0.167  -0.819
N: -1.236 0.177 0.057  0.810
H: 1.328 2.190 -0.042  0.377
H: -1.122 2.413 -0.121  0.447
H: 1.660 -0.514 -0.786  0.284
H: 1.608 -0.143 1.120  0.330
H: -0.174 -1.330 -1.077  0.311
H: -0.298 -1.776 0.558  0.392
H: -3.091 -0.793 0.096  0.293

=====

Record 5
The following is a DFT calculation (ωB97M-V/def2-TZVPD) of a gas-phase ion, C4H7N2 (charge +1) at a distorted geometry.

Computed properties:
Charge: +1
Energy above the lowest of the compared OMol25 structures with the same formula, charge and spin in kcal/mol: 124.2
Frontier orbital gap (spin up / spin down) in Ha: 0.28355 / 0.26307
Electronic energy in eV: -7230.3521

Last column: Mulliken charge in e.
Atoms and positions in Å:
C: 0.356 -0.247 -0.251  -0.112
C: -1.044 -0.152 -0.040  0.950
C: -2.121 -1.073 0.135  -0.922
C: 1.616 0.196 -0.365  -0.077
N: 2.702 -0.304 0.321  -0.404
N: -1.309 1.199 -0.078  -0.405
H: -3.142 -0.579 0.341  0.224
H: -2.156 -2.158 0.061  0.348
H: 1.612 0.903 -1.090  0.431
H: 3.540 0.088 -0.110  0.270
H: 2.632 -1.160 0.752  0.240
H: -2.162 1.503 0.324  0.244
H: -0.524 1.784 0.001  0.213

=====

Record 6
The following is a DFT calculation (ωB97M-V/def2-TZVPD) of a gas-phase ion, C4H7N2 (charge +1) at a distorted geometry.

Computed properties:
Charge: +1
Energy above the lowest of the compared OMol25 structures with the same formula, charge and spin in kcal/mol: 108.9
Frontier orbital gap (spin up / spin down) in Ha: 0.35404 / 0.35413
Electronic energy in eV: -7231.0166

Last column: Mulliken charge in e.
Atoms and positions in Å:
C: 0.241 -0.811 -0.110  0.821
C: -0.347 0.576 -0.124  -0.771
C: -1.875 0.417 0.043  -0.154
C: 1.730 -0.674 0.157  -0.969
N: -2.352 -0.748 0.162  -0.221
N: -0.527 -1.735 -0.099  -0.334
H: -0.025 1.166 0.721  0.417
H: 0.203 1.099 -0.878  0.470
H: -2.530 1.256 0.111  0.475
H: -3.222 -1.210 0.187  0.243
H: 1.986 0.369 0.157  0.345
H: 2.364 -1.158 -0.576  0.366
H: 1.775 -1.133 1.184  0.312

=====

Record 7
The following is a DFT calculation (ωB97M-V/def2-TZVPD) of 2 unconnected molecules or ions with the total composition C4H7N2 at a distorted geometry.

Computed properties:
Charge: +1
Energy above the lowest of the compared OMol25 structures with the same formula, charge and spin in kcal/mol: 160.7
Frontier orbital gap in Ha: 0.34931
Electronic energy in eV: -7228.7675

Last column: Mulliken charge in e.
Atoms and positions in Å:
C: -2.622 0.336 0.526  -0.174
C: -1.979 -0.782 0.790  -0.181
C: -0.083 0.483 -0.348  0.348
C: 1.416 -1.049 0.169  -0.906
N: -1.198 0.193 0.182  -0.107
N: 0.209 1.596 -1.055  -0.401
H: -3.422 1.002 0.449  0.392
H: -1.804 -1.757 1.140  0.386
H: 1.136 -1.726 -0.585  0.383
H: 2.380 -0.789 0.073  0.392
H: 1.091 -1.296 1.133  0.319
H: 1.215 1.634 -1.502  0.302
H: -0.611 2.065 -1.445  0.248

=====

Record 8
The following is a DFT calculation (ωB97M-V/def2-TZVPD) of a gas-phase ion, C4H7N2 (charge +1) at a distorted geometry.

Computed properties:
SMILES: C1=N[C@H]1[NH+]1CC1
Charge: +1
Energy above the lowest of the compared OMol25 structures with the same formula, charge and spin in kcal/mol: 95.3
Frontier orbital gap in Ha: 0.43531
Electronic energy in eV: -7231.6077

Last column: Mulliken charge in e.
Atoms and positions in Å:
C: -2.185 -0.180 0.390  -0.051
C: 1.515 -0.131 -0.526  -0.318
C: 0.951 0.981 0.252  -0.317
C: -0.958 -0.617 -0.286  -0.217
N: -1.888 0.689 -0.453  -0.370
N: 0.336 -0.351 0.315  0.003
H: -2.876 -0.468 1.150  0.359
H: 1.336 -0.159 -1.592  0.278
H: 2.427 -0.624 -0.219  0.280
H: 1.443 1.326 1.153  0.281
H: 0.366 1.735 -0.261  0.279
H: -0.963 -1.324 -1.101  0.437
H: 0.496 -0.876 1.178  0.355

=====

Record 9
The following is a DFT calculation (ωB97M-V/def2-TZVPD) of a gas-phase ion, C4H7N2O (charge +1) at a distorted geometry.

Computed properties:
SMILES: C[n+]1cccn1O
Charge: +1
Energy above the lowest of the compared OMol25 structures with the same formula, charge and spin in kcal/mol: 91.3
Frontier orbital gap in Ha: 0.38750
Electronic energy in eV: -9278.8306

Last column: Mulliken charge in e.
Atoms and positions in Å:
C: 0.021 -1.953 -0.022  -0.955
C: 0.558 -1.207 -1.065  -0.017
C: -0.468 -1.059 0.954  0.211
C: -0.498 1.565 1.001  -0.613
N: 0.478 0.061 -0.712  0.184
N: -0.206 0.223 0.552  0.009
O: 1.015 1.121 -1.272  -0.384
H: -0.318 -2.961 -0.128  0.377
H: 1.121 -1.463 -1.876  0.458
H: -1.132 -1.231 1.840  0.400
H: 0.453 2.030 0.990  0.321
H: -1.002 1.934 0.035  0.303
H: -1.110 1.885 1.891  0.324
H: 1.088 1.055 -2.189  0.382

=====

Record 10
The following is a DFT calculation (ωB97M-V/def2-TZVPD) of a molecular structure, C4H7N2O at a distorted geometry.

Computed properties:
Charge: +1
Energy above the lowest of the compared OMol25 structures with the same formula, charge and spin in kcal/mol: 44.5
Frontier orbital gap in Ha: 0.38864
Electronic energy in eV: -9280.8604

Last column: Mulliken charge in e.
Atoms and positions in Å:
C: 0.612 0.112 -0.488  0.224
C: -1.923 0.525 -0.401  -0.287
C: -0.523 -1.342 0.370  -0.585
C: -0.711 0.162 0.262  0.345
N: 0.786 -1.161 -0.284  -0.076
N: 1.352 1.066 -0.985  -0.324
O: -2.904 0.822 0.253  -0.411
H: -1.934 0.671 -1.477  0.389
H: -0.308 -1.641 1.507  0.282
H: -1.281 -1.881 -0.071  0.377
H: -0.705 0.798 1.131  0.374
H: 1.387 -1.850 -0.672  0.224
H: 1.169 2.011 -1.008  0.223
H: 2.276 0.886 -1.395  0.246